*w*
7
Properties=species:S:1:pos:R:3:lowdin_charge:R:1 method="wB97M-V/def2-TZVPD" molar_mass_g_mol=175.0 homo_energy_ev="-3.6 / -3.6" charge=-1 orbital_gap_ev="6.89 / 6.89"
N -2.380 -1.295 0.135 -0.6084
O 1.003 1.746 -0.990 -0.4039
O 1.842 -0.463 -0.452 -0.4005
O 1.417 1.178 1.408 -0.3621
S 1.180 0.776 0.040 0.3142
Br -1.250 0.177 -0.198 0.6345
H -1.812 -2.119 0.058 -0.1737



*x*
7
Properties=species:S:1:pos:R:3:lowdin_charge:R:1 method="wB97M-V/def2-TZVPD" molar_mass_g_mol=175.0 homo_energy_ev=-5.1 charge=-1 orbital_gap_ev=8.61
N 0.231 -0.859 0.801 -0.6144
O -0.558 0.128 -1.490 -0.4209
O 1.634 0.809 -0.677 -0.3833
O -0.386 1.717 0.372 -0.4138
S 0.225 0.655 -0.388 0.2863
Br -1.521 -0.852 1.260 0.5686
H 0.376 -1.597 0.122 -0.0224



Which structure is most stable? *x*, by 2.356 eV over the runner-up.



*w*
19
Properties=species:S:1:pos:R:3:lowdin_charge:R:1 method="wB97M-V/def2-TZVPD" molar_mass_g_mol=152.2 homo_energy_ev=-8.1 smiles="Nc1ccc(C(=O)NO)cc1" orbital_gap_ev=8.77
C 2.063 0.024 -0.070 -0.3651
C 1.474 1.270 0.284 -0.0266
C 0.136 1.476 0.193 -0.0552
C -0.757 0.498 -0.124 -0.1631
C -0.152 -0.785 -0.415 -0.0654
C 1.150 -1.019 -0.379 -0.0795
C -2.198 0.824 -0.238 -0.4339
H 3.681 -1.188 0.295 0.1515
H 4.087 0.520 0.473 0.1444
H 2.159 2.038 0.652 0.1109
H -0.342 2.391 0.232 0.0990
H -1.042 -1.660 -0.641 0.1677
H 1.493 -2.153 -0.707 0.1646
H -3.133 -0.896 -1.247 0.1854
H -3.435 -1.383 1.416 0.0622
N 3.377 -0.164 0.027 0.0638
N -3.126 -0.356 -0.241 -0.0481
O -2.590 1.900 -0.219 0.1698
O -2.845 -1.339 0.710 -0.0824



*x*
19
Properties=species:S:1:pos:R:3:lowdin_charge:R:1 method="wB97M-V/def2-TZVPD" molar_mass_g_mol=152.2 homo_energy_ev="-8.4 / -8.4" orbital_gap_ev="8.15 / 8.15"
C 0.948 1.093 -2.791 -0.0517
C 1.376 -0.239 -2.753 -0.4579
C -0.532 1.720 -1.081 -0.0970
C 1.015 -1.031 -1.496 -0.1185
C 0.771 -0.227 -0.222 -0.1638
C -0.555 0.550 -0.219 -0.3298
C -0.998 0.962 1.195 -0.0383
N 0.687 3.077 -4.041 0.2094
N 0.870 2.072 -3.539 -0.1353
O 1.991 -0.768 -3.668 0.0452
O -0.974 2.784 -1.243 0.2014
H 0.129 -1.630 -1.727 0.1267
H 1.838 -1.728 -1.330 0.1232
H 0.748 -0.920 0.621 0.1202
H 1.590 0.474 -0.057 0.1306
H -1.327 -0.101 -0.654 0.1680
H -1.945 1.493 1.152 0.0869
H -0.259 1.608 1.665 0.0947
H -1.121 0.069 1.802 0.0861



Which structure is most stable? *w*, by 0.187 eV over the runner-up.